1.
Density functional theory data (ωB97M-V/def2-TZVPD) for a 12-piece molecular cluster, C3H32NO13 overall in a non-equilibrium geometry.

Results
Lowest unoccupied orbital energy = -2.69 eV
Net charge = +1
HOMO = -0.488 hartree
Total energy = -1166.12733 Eh
Relative energy (zero: lowest compared OMol25 entry of this formula, charge and spin) = 0.0 kcal per mole

CARTESIAN COORDINATES (ANGSTROEM)
C (-0.37681, 0.97043, -0.66719)
O (-1.64485, 0.55025, -1.12344)
C (0.25875, -0.27789, 0.13382)
C (1.73535, -0.29964, -0.19597)
O (2.58444, -0.97725, 0.76303)
N (-0.09767, -0.17289, 1.60313)
H (-0.38417, 1.77804, 0.07986)
H (0.06084, 1.09213, -1.60972)
H (-1.63252, -0.08845, -1.85213)
H (-0.04234, -1.25459, -0.28471)
H (1.70710, -0.79522, -1.18840)
H (2.18978, 0.66239, -0.20069)
H (2.42474, -1.93710, 0.76602)
H (-1.07909, -0.29406, 1.84369)
H (0.37378, -0.93511, 2.18607)
H (0.19769, 0.78045, 1.93904)
H (0.26589, -3.44958, 2.76348)
H (-0.70693, -4.12897, 1.80903)
O (-0.50449, -3.28352, 2.21525)
H (1.19495, 2.97249, -3.98012)
H (1.63967, 2.16500, -2.71643)
O (1.27462, 2.08159, -3.60697)
H (1.94493, -0.67172, -4.28535)
H (1.03421, 0.47117, -4.52306)
O (1.12027, -0.48129, -4.74112)
H (2.38672, 2.07368, 3.07578)
H (2.96577, 1.55024, 1.80324)
O (2.10408, 1.65929, 2.25493)
H (1.59839, -1.23902, 3.95836)
H (0.35819, -0.98979, 4.91423)
O (0.78099, -1.59464, 4.30624)
H (-1.04595, 3.59444, -0.15190)
H (-0.85352, 4.93194, 0.47881)
O (-0.42871, 4.34307, -0.15130)
H (1.34610, 3.40752, -0.86159)
H (2.01908, 2.13939, -0.21833)
O (1.84084, 2.58707, -1.03429)
H (-4.16424, -0.11718, 0.88773)
H (-2.77378, -0.25328, 0.10550)
O (-3.23729, -0.34022, 0.93819)
H (-2.75066, -0.63726, 4.15611)
H (-3.12134, 0.40965, 3.15657)
O (-2.33391, 0.03935, 3.61694)
H (-2.03019, -3.98361, -1.12253)
H (-2.99285, -3.16974, -2.17367)
O (-2.13958, -3.53640, -1.95655)
H (-0.01652, -1.31581, -3.53053)
H (-1.14153, -1.99673, -2.72699)
O (-0.45233, -1.31103, -2.65984)

Cartesian forces (eV/Å) of the 6 atoms listed first:
C -1.0 -4.1 0.8
O -2.5 0.9 1.6
C -0.2 0.6 -0.8
C 0.6 -1.3 1.0
O -0.8 -0.5 -0.3
N 1.6 -0.2 0.4

2.
Density functional theory data (ωB97M-V/def2-TZVPD) for C3H31O13Y as an isolated structure in a non-equilibrium geometry.

Results
Lowest unoccupied orbital energy = -11.72 eV
Net charge = +2
HOMO = -0.521 hartree
Total energy = -1148.36666 Eh
Relative energy (zero: lowest compared OMol25 entry of this formula, charge and spin) = 309.3 kcal per mole

CARTESIAN COORDINATES (ANGSTROEM)
Y (-0.22117, -4.81863, 4.37190)
C (1.83577, 0.35164, 1.47871)
C (0.44191, -0.37216, 1.20530)
C (0.41968, -0.96940, -0.21322)
O (-0.01971, -1.24152, 2.19438)
H (2.75075, -0.20544, 1.27733)
H (1.99504, 0.57006, 2.53466)
H (1.91293, 1.16866, 0.76132)
H (-0.27094, 0.45027, 1.14571)
H (1.02876, -1.87293, -0.24057)
H (0.85899, -0.23755, -0.89108)
H (-0.57294, -1.32539, -0.48904)
O (4.79688, 4.54101, 1.73988)
H (3.84757, 4.54524, 1.86247)
H (4.92592, 4.14291, 0.87901)
O (0.53369, 5.32899, 2.21174)
H (0.06913, 4.53168, 1.95736)
H (-0.15996, 5.95385, 2.42305)
O (-3.16399, -0.75739, -4.79116)
H (-3.66126, -1.44152, -5.23941)
H (-2.26946, -0.85871, -5.11640)
O (-1.68177, 3.37664, -3.01124)
H (-2.55970, 3.04695, -3.20300)
H (-1.44230, 2.95554, -2.18567)
O (5.48843, -3.50388, 2.14217)
H (5.65319, -3.02323, 1.33097)
H (4.70587, -4.02358, 1.95848)
O (0.38958, -0.71616, -6.49028)
H (0.93497, -1.31585, -5.98122)
H (0.94605, 0.04879, -6.63661)
O (-1.92916, -5.42664, 1.29604)
H (-1.93384, -6.25477, 0.81603)
H (-2.63757, -4.91717, 0.90257)
O (-4.93160, -2.60345, 0.16969)
H (-5.50103, -2.71193, 0.93142)
H (-4.46607, -1.78317, 0.33296)
O (-5.11668, 1.26043, 2.38987)
H (-5.68768, 1.38651, 1.63204)
H (-4.26500, 1.03742, 2.01419)
O (5.09260, 3.11911, -1.70310)
H (5.42475, 2.61492, -2.44586)
H (4.29176, 3.52891, -2.03010)
O (3.00810, -2.80912, 4.99540)
H (3.92343, -2.94643, 4.75141)
H (2.94786, -1.87259, 5.18385)
O (-5.07245, 1.51658, -1.76527)
H (-5.94935, 1.68461, -2.11028)
H (-4.70997, 0.84791, -2.34641)

Cartesian forces (eV/Å) of the 6 atoms listed first:
Y 0.2 0.6 -0.9
C -0.8 -0.6 0.1
C 3.3 -2.5 2.2
C -0.6 -0.8 -0.3
O 0.4 2.0 -1.9
H -0.4 -1.0 -0.5

3.
Density functional theory data (ωB97M-V/def2-TZVPD) for a 3-piece molecular cluster, C6H10O overall.

Results
Lowest unoccupied orbital energy = 0.97 eV
Net charge = 0
HOMO = -0.331 hartree
Total energy = -309.70489 Eh
Relative energy (zero: lowest compared OMol25 entry of this formula, charge and spin) = 86.3 kcal per mole

CARTESIAN COORDINATES (ANGSTROEM)
C (-1.56407, 0.54552, 1.15578)
C (-0.45845, 0.14345, 1.77728)
O (0.48120, 0.93483, 2.35829)
H (-1.82778, 1.59750, 1.06244)
H (-2.22399, -0.18443, 0.70206)
H (-0.18233, -0.90224, 1.85795)
H (0.21212, 1.85803, 2.25862)
C (0.38772, -2.23407, -0.59918)
C (0.07563, -3.00710, 0.26778)
H (0.65266, -1.51102, -1.34235)
H (-0.20318, -3.67866, 1.04919)
C (0.46349, 1.43552, -1.29774)
C (1.09001, 0.72031, -2.22523)
H (0.94913, 1.70759, -0.36329)
H (-0.56675, 1.75950, -1.42262)
H (0.59743, 0.42676, -3.14963)
H (2.11714, 0.38849, -2.08935)

Cartesian forces (eV/Å) of the 6 atoms listed first:
C 0.1 0.0 0.1
C -0.3 -0.2 -0.1
O -0.1 0.2 0.0
H 0.1 -0.1 0.0
H 0.1 0.1 0.1
H -0.1 0.2 0.0

4.
Density functional theory data (ωB97M-V/def2-TZVPD) for one molecule with the formula C4H9NO2 in a non-equilibrium geometry.

Results
Lowest unoccupied orbital energy = 0.74 eV
Net charge = 0
HOMO = -0.344 hartree
Total energy = -362.97751 Eh
Relative energy (zero: lowest compared OMol25 entry of this formula, charge and spin) = 67.8 kcal per mole

CARTESIAN COORDINATES (ANGSTROEM)
N (-1.43354, 0.27017, 0.87576)
C (-0.37240, -0.61546, 0.48960)
C (0.62241, -0.66129, 1.67896)
O (0.43384, -0.09479, 2.71485)
C (0.81312, 0.12033, -0.39122)
C (0.22650, 0.69613, -1.70373)
O (-1.01966, 0.15028, -2.19382)
H (-1.89647, -0.12784, 1.68260)
H (-1.00060, 1.15335, 1.08996)
H (-0.49455, -1.64549, 0.17331)
H (1.57877, -1.20614, 1.59139)
H (1.49395, -0.71144, -0.50184)
H (1.23017, 0.98088, 0.13038)
H (0.92437, 0.39647, -2.49347)
H (0.13229, 1.77697, -1.64736)
H (-1.23820, -0.48214, -1.49539)

Cartesian forces (eV/Å) of the 6 atoms listed first:
N -0.7 -1.1 -1.4
C 4.2 2.2 1.7
C -0.3 -1.3 0.7
O -0.3 0.6 0.5
C -3.4 -0.5 -0.7
C 0.4 -0.9 -1.3